No. 1
24
Properties=species:S:1:pos:R:3 method="wB97M-V/def2-TZVPD" largest_force_ev_per_a=1.95 smiles=CCNCCN(C)C gap_ha=0.3481 lumo_energy_ev=1.1 homo_ha=-0.3069
N -1.089 -1.107 -0.827
N 1.366 0.290 0.826
C 1.243 1.570 1.591
C 0.303 -0.680 1.176
C -1.752 0.886 -2.311
C -1.948 -0.610 -1.874
C 2.703 -0.221 0.987
C -0.960 -0.359 0.376
H 1.581 2.330 0.890
H 2.937 -0.707 1.963
H -1.599 1.437 -1.378
H 0.189 1.719 1.802
H -1.746 -1.209 -2.759
H -2.628 1.343 -2.759
H 3.452 0.567 0.932
H -0.847 0.995 -2.906
H -3.008 -0.637 -1.614
H -0.976 0.734 0.304
H 0.665 -1.701 1.085
H -0.220 -1.479 -1.169
H 0.075 -0.513 2.237
H 2.912 -1.038 0.292
H 1.843 1.516 2.499
H -1.817 -0.509 1.067

No. 2
24
Properties=species:S:1:pos:R:3 method="wB97M-V/def2-TZVPD" largest_force_ev_per_a=6.79 gap_ha="0.3807 / 0.1890" lumo_energy_ev="-2.9 / -8.0" homo_ha="-0.4857 / -0.4845" s_squared=0.755 multiplicity=2 total_charge=+1
N -1.549 -1.805 -1.281
N 0.479 0.737 0.806
C -1.152 0.753 -1.676
C 0.751 0.461 2.293
C 1.771 -0.800 2.519
C -0.418 -0.452 0.436
C -0.031 1.586 -2.217
C -0.713 -0.509 -0.979
H -0.207 2.293 -2.917
H 0.111 -1.421 0.821
H 0.674 0.977 -2.793
H 1.264 0.997 0.238
H -1.905 0.364 -2.387
H -1.720 -1.965 -2.258
H 1.372 -1.740 2.156
H 1.352 1.290 2.506
H 0.602 1.896 -1.470
H 2.111 -1.019 3.526
H -0.166 0.568 2.901
H -2.450 -1.829 -0.818
H 0.150 -0.837 -1.556
H -1.663 1.503 -0.970
H 2.640 -0.545 2.044
H -1.301 -0.501 1.076

No. 3
25
Properties=species:S:1:pos:R:3 method="wB97M-V/def2-TZVPD" largest_force_ev_per_a=4.38 gap_ha=0.3014 lumo_energy_ev=0.8 homo_ha=-0.2728
O -1.610 0.300 -0.924
N -1.418 1.575 1.584
N 0.734 -0.698 -0.565
C -0.971 -1.147 1.521
C 0.325 -1.784 -1.421
C 2.162 -0.499 -0.508
C 0.183 1.940 -0.736
C -0.236 0.055 0.992
C -0.449 0.641 -0.313
H -0.549 2.738 -0.605
H 2.675 -1.411 -0.174
H 2.412 0.293 0.198
H -1.193 -1.000 2.576
H -0.362 -2.046 1.416
H 0.703 -2.748 -1.055
H -0.761 -1.852 -1.448
H 0.630 0.403 1.538
H -1.905 -1.296 0.983
H 0.510 1.863 -1.774
H -0.867 2.114 2.249
H 2.578 -0.221 -1.488
H 0.696 -1.645 -2.448
H -2.310 1.150 1.826
H -2.010 1.085 -1.316
H 1.033 2.190 -0.107

No. 4
25
Properties=species:S:1:pos:R:3 method="wB97M-V/def2-TZVPD" largest_force_ev_per_a=4.75 gap_ha="0.2727 / 0.3093" lumo_energy_ev="-0.9 / -0.1" homo_ha="-0.3041 / -0.3138"
O -2.516 -2.704 0.945
N -4.056 1.049 2.619
N -1.465 -2.077 0.539
C 2.573 -0.330 0.604
C 1.048 0.581 -1.240
C 0.090 1.410 -0.462
C 1.599 -0.560 -0.483
C 0.424 0.006 -2.620
C -0.348 -1.760 1.018
H -0.315 -0.852 -2.248
H -3.502 0.833 3.420
H -0.329 2.114 -1.095
H 1.984 1.138 -1.484
H 0.518 1.899 0.539
H 1.512 -1.541 -0.915
H 3.603 0.040 0.418
H 1.175 -0.639 -3.165
H -4.793 1.779 2.746
H -0.135 0.705 -3.168
H 2.090 0.470 1.292
H -1.473 -1.600 -0.432
H -4.543 0.216 2.451
H 0.059 -2.182 1.916
H -0.810 0.774 -0.088
H 2.455 -1.259 1.171

No. 5
25
Properties=species:S:1:pos:R:3 method="wB97M-V/def2-TZVPD" largest_force_ev_per_a=5.07 smiles=CC(N)(N)CC(C)(C)O gap_ha=0.3500 lumo_energy_ev=0.8 homo_ha=-0.3196
O 1.064 1.169 1.669
N -2.711 -0.545 -0.059
N -0.898 -1.216 1.387
C 2.003 -0.197 -0.052
C 1.428 2.201 -0.437
C -0.639 -1.711 -1.011
C 1.018 0.914 0.273
C -0.648 0.687 -0.141
C -1.047 -0.726 0.073
H -3.043 0.070 0.684
H -0.308 -2.042 1.428
H -2.969 -0.115 -0.947
H 0.300 -2.223 -0.790
H -1.156 1.384 0.531
H -1.805 -1.495 1.753
H -0.760 0.985 -1.184
H 1.827 -1.093 0.548
H 1.418 2.071 -1.523
H 3.025 0.114 0.203
H 2.001 -0.446 -1.116
H 2.437 2.511 -0.138
H -0.550 -1.231 -1.989
H 0.654 0.408 2.117
H -1.396 -2.498 -1.100
H 0.756 3.025 -0.178

No. 6
25
Properties=species:S:1:pos:R:3 method="wB97M-V/def2-TZVPD" largest_force_ev_per_a=0.61 gap_ha=0.3599 lumo_energy_ev=-8.0 homo_ha=-0.6522 total_charge=+2
O 3.295 -0.643 1.807
N 2.326 1.010 -0.166
N -3.450 -0.308 -0.152
C 1.064 -0.781 -1.249
C 0.165 0.377 0.825
C -4.364 -0.021 -0.993
C -2.112 0.178 -0.217
C -1.249 -0.128 0.746
C 0.927 0.522 -0.485
H 2.314 1.942 0.248
H -5.370 -0.410 -0.893
H 1.507 -1.584 -0.656
H 0.146 1.322 1.387
H 1.682 -0.679 -2.141
H 3.476 -0.353 2.712
H -4.163 0.636 -1.830
H 3.906 -1.374 1.607
H -1.905 0.802 -1.071
H 2.781 0.375 0.542
H -1.531 -0.751 1.586
H 0.487 1.260 -1.157
H 2.907 1.017 -1.002
H 0.094 -1.176 -1.543
H -3.664 -0.947 0.611
H 0.730 -0.286 1.486